Entry from OMol25: a 2-piece molecular cluster, C6H15N overall in a non-equilibrium geometry (ωB97M-V/def2-TZVPD).

Summary:
HOMO level	-8.4	eV

CARTESIAN COORDINATES (ANGSTROEM)
C1 -1.83519 1.43236 -0.33732
C2 -1.26650 0.06895 0.05131
C3 -0.19097 -0.28524 -0.99232
C4 1.25208 0.36894 -0.86646
C5 2.31676 -0.34638 0.04648
C6 1.72410 -0.55954 1.40753
N1 -2.08376 -0.95423 0.29765
H1 -2.32994 1.76364 0.58976
H2 -1.01256 2.13318 -0.58321
H3 -2.68709 1.41125 -1.05002
H4 -0.64683 0.34258 1.12842
H5 -0.13153 -1.37802 -1.08105
H6 -0.60954 0.00271 -1.96457
H7 1.76291 0.25455 -1.85066
H8 1.23179 1.42468 -0.59657
H9 2.47922 -1.32808 -0.36778
H10 3.22405 0.25892 0.09133
H11 0.80205 -1.13828 1.30924
H12 1.52249 0.46995 1.80871
H13 2.35828 -1.08364 2.15986
H14 -3.05445 -0.80081 0.02701
H15 -0.77405 0.33903 2.02250

---

Entry from OMol25: a 2-piece molecular cluster, C6H15N overall in a non-equilibrium geometry (ωB97M-V/def2-TZVPD).

Summary:
HOMO level (alpha / beta)	-14.8 / -15.7	eV
spin multiplicity	2
<S²>	0.756
total charge	+1

CARTESIAN COORDINATES (ANGSTROEM)
C1 -2.44669 -1.00226 0.41141
N1 -1.62450 0.15308 0.59250
C2 -0.21576 -0.14786 0.60380
C3 0.54566 0.99699 -0.02312
C4 1.72841 0.47770 -0.87457
C5 1.54901 0.56037 -2.36823
C6 0.36891 -0.62573 1.98121
H1 -3.07528 -0.92850 -0.47984
H2 -1.96553 -2.00818 0.36108
H3 -3.20839 -1.06592 1.23158
H4 -0.18290 -1.13260 -0.08360
H5 -0.08241 -1.15196 -1.11149
H6 0.80516 1.75540 0.74388
H7 -0.27178 1.41442 -0.63349
H8 2.04715 -0.56720 -0.67234
H9 2.54642 1.07034 -0.49032
H10 2.49863 0.59036 -2.95683
H11 0.82557 -0.16878 -2.71531
H12 1.05866 1.53708 -2.52961
H13 1.47065 -0.60568 2.00235
H14 0.18858 0.18002 2.68369
H15 -0.21546 -1.51105 2.11197

---

Entry from OMol25: an isolated ion of composition C6H15N2 and charge +1 in a non-equilibrium geometry (ωB97M-V/def2-TZVPD).

Summary:
HOMO level	-11.8	eV
total charge	+1
structure (SMILES)	CCN/C=C/CC[NH3+]

CARTESIAN COORDINATES (ANGSTROEM)
C1 -0.14273 2.88803 2.61679
C2 -0.42756 1.45561 2.16823
N1 -0.10558 1.43198 0.71810
C3 -0.65411 0.32090 0.03348
C4 -0.23206 0.10091 -1.21968
C5 -0.65197 -1.14371 -1.98850
C6 0.08161 -2.42709 -1.71038
N2 1.47732 -2.19322 -1.07837
H1 -0.90918 3.52889 2.16422
H2 0.11637 3.06951 3.66085
H3 0.80633 3.07958 2.14106
H4 0.34113 0.82097 2.64822
H5 -1.45193 1.14723 2.23944
H6 -0.20123 2.29515 0.18710
H7 -1.40409 -0.28257 0.51654
H8 0.54959 0.71201 -1.71338
H9 -0.70029 -1.01217 -3.10399
H10 -1.73045 -1.22319 -1.78848
H11 0.24197 -3.15150 -2.53120
H12 -0.45517 -3.07114 -1.02396
H13 1.67617 -1.20480 -0.82868
H14 2.20432 -2.27790 -1.79082
H15 1.57152 -2.86348 -0.31660

---

Entry from OMol25: a 2-piece molecular cluster, C6H15N2P overall in a non-equilibrium geometry (ωB97M-V/def2-TZVPD).

Summary:
HOMO level (alpha / beta)	-6.4 / -6.4	eV

CARTESIAN COORDINATES (ANGSTROEM)
C1 0.07474 0.40654 -0.22680
C2 -1.55629 -0.07696 -2.07239
C3 0.93188 -0.45999 -2.28299
C4 -2.08335 0.09894 1.04612
C5 -0.05817 0.91777 2.12404
C6 2.68599 -0.72581 1.24312
N1 -0.26511 0.00953 -1.37855
N2 -0.69974 0.49645 0.84127
P1 2.83592 0.95200 0.43423
H1 -1.53438 0.53947 -3.15852
H2 -1.83570 -1.09447 -2.30266
H3 -2.37958 0.42333 -1.48863
H4 0.88398 0.24219 -3.22662
H5 1.77183 -0.37321 -1.52645
H6 0.71313 -1.46867 -2.64941
H7 -2.18981 -0.35986 1.90661
H8 -2.70600 1.03943 1.00190
H9 -2.55949 -0.53371 0.25532
H10 0.97033 1.20728 1.85249
H11 -0.76889 1.69168 2.52909
H12 0.03582 0.07183 2.86957
H13 3.34239 -1.34337 0.65202
H14 2.82899 -0.74794 2.33998
H15 1.56151 -0.91246 1.21727

---

So what do the calculations give for energy relative to the best compared isomer or geometry (same formula, charge and spin)? Going down the list: 122.7, 120.4, 56.9, 108.3 kcal/mol.
So what do the calculations give for E_tot? Going down the list: -7950.445, -7942.194, -9437.503, -18728.051 eV.